The following is a quantum chemistry calculation of a cluster of 8 separate species, C48H120N8O16 in total in a non-equilibrium geometry, from the Open Molecules 2025 dataset.

Each line ends with the Löwdin charge.
Geometry (Å):
C1 3.32 -2.01 -2.71  -0.086
O1 3.04 -3.05 -3.67  -0.166
C2 1.85 -3.74 -3.31  -0.223
C3 0.53 -3.01 -3.58  -0.181
N1 0.51 -2.39 -4.90  -0.057
C4 0.41 -3.37 -5.98  -0.197
C5 0.34 -2.65 -7.31  -0.228
O2 1.62 -2.15 -7.64  -0.182
C6 1.66 -1.58 -8.93  -0.113
H1 3.78 -2.53 -1.87  0.088
H2 2.46 -1.48 -2.31  0.060
H3 4.01 -1.30 -3.15  0.071
H4 1.91 -4.02 -2.25  0.087
H5 1.95 -4.73 -3.76  0.124
H6 0.44 -2.24 -2.81  0.102
H7 -0.30 -3.71 -3.49  0.114
H8 1.34 -1.84 -5.13  0.117
H9 -0.54 -3.90 -5.87  0.111
H10 1.16 -4.17 -5.94  0.122
H11 -0.44 -1.89 -7.19  0.121
H12 0.02 -3.36 -8.09  0.123
H13 0.98 -0.73 -9.02  0.087
H14 1.54 -2.31 -9.73  0.086
H15 2.67 -1.15 -8.99  0.087
C7 -0.73 -8.08 0.07  -0.129
O3 -0.72 -6.78 -0.45  -0.196
C8 -1.84 -6.05 0.02  -0.221
C9 -1.68 -4.54 -0.13  -0.201
N2 -0.59 -3.95 0.66  -0.034
C10 0.75 -4.25 0.17  -0.198
C11 1.80 -3.62 1.07  -0.201
O4 3.05 -3.76 0.40  -0.183
C12 4.10 -3.42 1.25  -0.140
H16 -0.07 -8.81 -0.41  0.085
H17 -1.71 -8.54 -0.15  0.085
H18 -0.54 -8.14 1.15  0.090
H19 -2.04 -6.23 1.08  0.125
H20 -2.70 -6.33 -0.61  0.121
H21 -2.65 -4.12 0.14  0.115
H22 -1.53 -4.21 -1.18  0.099
H23 -0.77 -2.96 0.48  0.056
H24 0.96 -4.01 -0.88  0.087
H25 0.90 -5.33 0.19  0.116
H26 1.77 -4.03 2.08  0.128
H27 1.60 -2.54 1.19  0.103
H28 4.38 -4.21 1.95  0.091
H29 3.93 -2.49 1.82  0.083
H30 5.03 -3.21 0.71  0.074
C13 5.94 2.90 4.76  -0.114
O5 5.05 1.93 4.27  -0.187
C14 4.23 2.45 3.24  -0.236
C15 3.10 1.47 3.02  -0.199
N3 2.30 1.44 4.26  -0.050
C16 1.19 0.49 4.22  -0.203
C17 0.67 0.22 5.64  -0.240
O6 1.72 -0.09 6.51  -0.175
C18 1.24 -0.51 7.77  -0.105
H31 5.45 3.81 5.13  0.086
H32 6.57 3.28 3.94  0.085
H33 6.55 2.47 5.55  0.086
H34 4.79 2.55 2.30  0.117
H35 3.88 3.46 3.46  0.120
H36 3.45 0.45 2.80  0.118
H37 2.47 1.83 2.20  0.102
H38 2.97 1.09 4.95  0.095
H39 1.49 -0.43 3.69  0.113
H40 0.42 0.96 3.60  0.093
H41 0.03 -0.65 5.48  0.115
H42 0.10 1.12 5.90  0.111
H43 0.47 0.12 8.22  0.087
H44 2.06 -0.50 8.48  0.085
H45 0.85 -1.53 7.65  0.089
C19 2.92 0.90 -0.80  -0.101
O7 1.79 0.94 0.04  -0.179
C20 0.83 0.01 -0.38  -0.233
C21 -0.27 -0.18 0.64  -0.180
N4 -1.34 -1.01 0.11  -0.029
C22 -2.10 -0.39 -0.98  -0.165
C23 -3.31 -1.24 -1.32  -0.230
O8 -4.08 -1.60 -0.18  -0.171
C24 -4.96 -0.58 0.22  -0.112
H46 3.51 -0.01 -0.66  0.080
H47 3.58 1.77 -0.73  0.084
H48 2.59 0.92 -1.84  0.090
H49 1.34 -0.97 -0.42  0.108
H50 0.41 0.20 -1.38  0.109
H51 -0.61 0.83 0.92  0.111
H52 0.20 -0.54 1.55  0.107
H53 -2.06 -1.17 0.81  0.082
H54 -1.49 -0.31 -1.88  0.090
H55 -2.49 0.58 -0.65  0.110
H56 -3.03 -2.13 -1.89  0.094
H57 -3.94 -0.65 -2.00  0.113
H58 -4.50 0.25 0.77  0.083
H59 -5.68 -1.00 0.93  0.089
H60 -5.56 -0.21 -0.61  0.092
C25 -4.68 4.16 5.29  -0.111
O9 -3.34 3.81 5.06  -0.205
C26 -2.49 4.94 5.20  -0.227
C27 -1.08 4.63 4.65  -0.202
N5 -1.25 4.49 3.21  -0.057
C28 -0.02 4.02 2.53  -0.178
C29 -0.18 4.23 1.04  -0.226
O10 -1.03 3.22 0.54  -0.193
C30 -1.06 3.13 -0.86  -0.123
H61 -4.81 4.62 6.28  0.094
H62 -5.31 3.27 5.22  0.058
H63 -5.04 4.93 4.60  0.091
H64 -2.40 5.19 6.26  0.122
H65 -2.91 5.76 4.62  0.120
H66 -0.81 3.69 5.15  0.114
H67 -0.43 5.46 4.92  0.120
H68 -1.99 3.81 3.08  0.099
H69 0.10 2.96 2.81  0.099
H70 0.83 4.53 2.97  0.119
H71 0.80 4.16 0.55  0.120
H72 -0.55 5.24 0.85  0.123
H73 -2.00 2.66 -1.19  0.069
H74 -0.21 2.54 -1.22  0.075
H75 -1.15 4.09 -1.38  0.099
C31 0.68 3.07 -4.47  -0.115
O11 -0.65 3.00 -4.92  -0.167
C32 -1.46 1.99 -4.38  -0.220
C33 -0.96 0.62 -4.80  -0.207
N6 -1.67 -0.51 -4.21  -0.051
C34 -3.07 -0.56 -4.59  -0.195
C35 -3.67 -1.87 -4.09  -0.235
O12 -2.97 -2.92 -4.70  -0.180
C36 -3.23 -4.17 -4.14  -0.119
H76 0.72 3.10 -3.38  0.082
H77 1.16 3.98 -4.83  0.090
H78 1.27 2.20 -4.78  0.075
H79 -2.45 2.12 -4.81  0.119
H80 -1.59 2.04 -3.29  0.103
H81 0.09 0.55 -4.49  0.100
H82 -0.98 0.58 -5.90  0.125
H83 -1.24 -1.38 -4.54  0.067
H84 -3.25 -0.43 -5.67  0.124
H85 -3.57 0.33 -4.18  0.110
H86 -4.74 -1.97 -4.31  0.135
H87 -3.61 -1.88 -3.00  0.034
H88 -4.27 -4.53 -4.17  0.091
H89 -3.03 -4.20 -3.06  0.075
H90 -2.66 -4.92 -4.70  0.088
C37 -8.12 3.26 3.60  -0.096
O13 -7.24 2.42 4.31  -0.239
C38 -7.62 1.05 4.26  -0.215
C39 -6.51 0.20 4.86  -0.203
N7 -5.21 0.57 4.29  -0.057
C40 -4.13 0.50 5.28  -0.201
C41 -2.76 0.59 4.64  -0.195
O14 -2.20 -0.68 4.29  -0.186
C42 -3.01 -1.45 3.46  -0.126
H91 -7.71 4.26 3.64  0.087
H92 -9.14 3.18 4.01  0.089
H93 -8.21 2.92 2.55  0.089
H94 -7.76 0.74 3.22  0.123
H95 -8.53 0.96 4.85  0.127
H96 -6.75 -0.84 4.65  0.118
H97 -6.45 0.35 5.95  0.116
H98 -5.31 1.48 3.85  0.094
H99 -4.19 -0.41 5.87  0.127
H100 -4.32 1.31 5.99  0.110
H101 -2.07 1.05 5.34  0.103
H102 -2.75 1.21 3.73  0.122
H103 -3.85 -1.94 3.96  0.088
H104 -2.44 -2.24 2.96  0.087
H105 -3.48 -0.91 2.62  0.062
C43 4.28 4.98 -2.05  -0.098
O15 3.71 3.85 -2.67  -0.209
C44 4.14 3.63 -4.00  -0.226
C45 5.48 2.91 -4.12  -0.201
N8 5.33 1.68 -3.35  -0.050
C46 6.60 1.01 -3.13  -0.206
C47 6.49 -0.11 -2.07  -0.221
O16 6.29 0.51 -0.83  -0.194
C48 6.27 -0.31 0.31  -0.095
H106 3.89 5.92 -2.45  0.088
H107 5.37 4.99 -2.12  0.086
H108 4.00 4.93 -1.00  0.086
H109 4.10 4.55 -4.59  0.126
H110 3.37 2.99 -4.43  0.098
H111 6.30 3.56 -3.79  0.111
H112 5.66 2.58 -5.15  0.123
H113 4.83 1.90 -2.50  0.076
H114 7.38 1.69 -2.77  0.118
H115 6.99 0.59 -4.06  0.120
H116 7.44 -0.66 -2.12  0.125
H117 5.69 -0.80 -2.35  0.093
H118 6.03 0.30 1.19  0.084
H119 7.21 -0.83 0.46  0.094
H120 5.44 -1.03 0.30  0.057

## Properties
SMILES: COCCNCCOC.COCCNCCOC.COCCNCCOC.COCCNCCOC.COCCNCCOC.COCCNCCOC.COCCNCCOC.COCCNCCOC
E_HOMO (Eh): -0.30445
2S+1: 1
Gap between HOMO and LUMO (eV): 8.9
E (eV): -96391.0236

---

The following is a quantum chemistry calculation of a cluster of 12 separate species, C48H120O24 in total in a non-equilibrium geometry, from the Open Molecules 2025 dataset.

Each line ends with the Löwdin charge.
Geometry (Å):
C1 -7.73 -18.62 39.25  -0.115
O1 -8.82 -18.53 38.38  -0.146
C2 -10.02 -19.04 38.91  -0.196
C3 -10.77 -18.16 39.86  -0.210
O2 -10.12 -18.05 41.11  -0.234
C4 -10.46 -16.89 41.82  -0.093
H1 -7.84 -18.07 40.18  0.083
H2 -6.86 -18.18 38.77  0.085
H3 -7.42 -19.65 39.48  0.072
H4 -9.87 -20.01 39.40  0.099
H5 -10.65 -19.22 38.04  0.136
H6 -11.75 -18.65 40.01  0.129
H7 -10.96 -17.18 39.39  0.129
H8 -9.78 -16.81 42.67  0.096
H9 -11.48 -16.93 42.22  0.090
H10 -10.34 -15.97 41.24  0.079
C5 -1.57 -19.80 37.83  -0.085
O3 -2.85 -19.20 37.94  -0.165
C6 -2.93 -18.23 38.93  -0.212
C7 -2.36 -16.88 38.59  -0.203
O4 -3.03 -16.35 37.47  -0.166
C8 -2.38 -15.24 36.93  -0.116
H11 -1.40 -20.49 38.67  0.079
H12 -0.78 -19.05 37.71  0.084
H13 -1.58 -20.36 36.90  0.093
H14 -2.45 -18.64 39.83  0.119
H15 -3.98 -18.07 39.17  0.118
H16 -1.28 -16.95 38.39  0.122
H17 -2.48 -16.17 39.42  0.111
H18 -1.53 -15.54 36.31  0.088
H19 -2.08 -14.55 37.74  0.079
H20 -3.06 -14.68 36.29  0.088
C9 -5.51 -14.16 41.44  -0.075
O5 -6.51 -13.91 40.45  -0.163
C10 -7.25 -15.04 40.09  -0.253
C11 -8.37 -14.64 39.19  -0.228
O6 -8.00 -14.02 37.99  -0.157
C12 -7.11 -14.79 37.21  -0.089
H21 -4.82 -13.32 41.37  0.086
H22 -4.92 -15.05 41.18  0.075
H23 -5.99 -14.26 42.41  0.084
H24 -7.69 -15.60 40.93  0.122
H25 -6.59 -15.74 39.54  0.108
H26 -9.02 -13.95 39.74  0.131
H27 -9.01 -15.52 39.01  0.115
H28 -6.09 -14.67 37.57  0.086
H29 -7.17 -14.43 36.18  0.088
H30 -7.35 -15.86 37.25  0.089
C13 -4.98 -18.00 42.20  -0.086
O7 -3.66 -18.44 42.33  -0.215
C14 -2.75 -17.37 42.36  -0.182
C15 -1.35 -17.93 42.29  -0.180
O8 -0.52 -17.21 41.43  -0.205
C16 0.69 -17.80 41.04  -0.085
H31 -5.22 -17.23 42.94  0.094
H32 -5.63 -18.86 42.37  0.068
H33 -5.19 -17.62 41.19  0.078
H34 -2.81 -16.83 43.31  0.119
H35 -3.01 -16.63 41.60  0.111
H36 -1.37 -18.98 41.95  0.105
H37 -0.91 -17.97 43.30  0.138
H38 1.18 -17.12 40.35  0.070
H39 0.50 -18.78 40.58  0.084
H40 1.38 -17.89 41.89  0.085
C17 -7.36 -21.05 41.98  -0.110
O9 -8.69 -20.85 42.42  -0.158
C18 -9.64 -21.42 41.54  -0.204
C19 -10.97 -20.75 41.75  -0.224
O10 -11.52 -21.12 42.99  -0.165
C20 -12.72 -20.43 43.25  -0.114
H41 -7.04 -22.09 42.06  0.088
H42 -6.71 -20.38 42.55  0.070
H43 -7.28 -20.61 40.97  0.055
H44 -9.69 -22.50 41.76  0.137
H45 -9.33 -21.29 40.50  0.102
H46 -11.65 -21.08 40.95  0.136
H47 -10.77 -19.67 41.72  0.096
H48 -13.53 -20.76 42.60  0.089
H49 -12.58 -19.35 43.18  0.082
H50 -13.01 -20.69 44.27  0.087
C21 -1.02 -14.05 41.00  -0.106
O11 -1.55 -14.44 42.25  -0.195
C22 -1.81 -13.37 43.12  -0.210
C23 -2.52 -13.92 44.31  -0.233
O12 -3.76 -14.46 43.97  -0.197
C24 -4.49 -14.78 45.12  -0.116
H51 -1.87 -13.60 40.46  0.093
H52 -0.67 -14.91 40.44  0.055
H53 -0.26 -13.26 41.07  0.095
H54 -2.44 -12.63 42.61  0.134
H55 -0.86 -12.90 43.41  0.125
H56 -2.67 -13.10 45.04  0.134
H57 -1.87 -14.65 44.82  0.126
H58 -3.95 -15.48 45.77  0.095
H59 -5.48 -15.17 44.88  0.083
H60 -4.66 -13.87 45.72  0.092
C25 3.58 -17.38 38.54  -0.124
O13 3.97 -18.30 39.51  -0.185
C26 5.05 -17.89 40.30  -0.222
C27 5.48 -18.99 41.21  -0.204
O14 4.54 -19.10 42.26  -0.186
C28 4.69 -20.29 42.98  -0.113
H61 4.21 -17.42 37.64  0.099
H62 3.56 -16.32 38.81  0.083
H63 2.55 -17.63 38.27  0.082
H64 4.84 -16.96 40.83  0.125
H65 5.89 -17.62 39.63  0.133
H66 6.47 -18.76 41.62  0.132
H67 5.51 -19.95 40.67  0.132
H68 5.72 -20.40 43.37  0.093
H69 4.44 -21.17 42.38  0.093
H70 4.05 -20.25 43.86  0.062
C29 1.43 -14.46 38.26  -0.113
O15 1.53 -15.19 37.06  -0.185
C30 1.50 -14.36 35.91  -0.205
C31 2.73 -13.51 35.73  -0.232
O16 3.82 -14.33 35.37  -0.176
C32 4.93 -13.57 34.96  -0.112
H71 0.45 -13.96 38.31  0.084
H72 2.21 -13.71 38.43  0.087
H73 1.41 -15.20 39.05  0.065
H74 0.60 -13.74 35.92  0.125
H75 1.43 -15.04 35.06  0.134
H76 2.96 -12.95 36.65  0.117
H77 2.54 -12.73 34.98  0.131
H78 5.25 -12.89 35.75  0.089
H79 4.70 -13.01 34.04  0.088
H80 5.71 -14.29 34.71  0.089
C33 2.30 -12.35 47.39  -0.100
O17 2.42 -13.52 46.60  -0.166
C34 1.23 -13.81 45.95  -0.245
C35 1.44 -14.95 44.96  -0.206
O18 2.49 -14.60 44.08  -0.162
C36 2.69 -15.60 43.13  -0.107
H81 1.90 -11.52 46.79  0.087
H82 3.29 -12.08 47.74  0.087
H83 1.63 -12.54 48.24  0.088
H84 0.86 -12.95 45.38  0.119
H85 0.46 -14.13 46.66  0.130
H86 0.51 -15.06 44.39  0.117
H87 1.72 -15.86 45.50  0.126
H88 3.62 -15.44 42.59  0.085
H89 1.86 -15.66 42.40  0.077
H90 2.66 -16.59 43.62  0.087
C37 0.94 -23.77 40.08  -0.090
O19 1.78 -22.79 40.66  -0.187
C38 1.74 -21.55 39.99  -0.215
C39 2.43 -21.46 38.67  -0.239
O20 1.65 -21.96 37.63  -0.186
C40 2.23 -21.67 36.36  -0.094
H91 1.14 -24.72 40.57  0.087
H92 1.13 -23.86 39.01  0.082
H93 -0.12 -23.53 40.25  0.089
H94 2.21 -20.84 40.68  0.119
H95 0.70 -21.19 39.85  0.118
H96 3.42 -21.95 38.72  0.138
H97 2.74 -20.40 38.54  0.114
H98 1.75 -22.27 35.60  0.086
H99 3.31 -21.82 36.37  0.087
H100 2.04 -20.62 36.09  0.089
C41 -5.18 -22.88 44.39  -0.123
O21 -4.69 -22.07 43.35  -0.218
C42 -3.31 -22.34 43.09  -0.162
C43 -2.82 -21.31 42.09  -0.193
O22 -3.08 -21.67 40.74  -0.180
C44 -4.37 -21.42 40.24  -0.094
H101 -6.26 -22.75 44.47  0.083
H102 -4.70 -22.63 45.34  0.089
H103 -5.03 -23.95 44.16  0.090
H104 -3.21 -23.33 42.63  0.135
H105 -2.78 -22.14 44.04  0.127
H106 -1.73 -21.26 42.13  0.096
H107 -3.15 -20.30 42.36  0.104
H108 -4.35 -21.51 39.16  0.091
H109 -4.71 -20.41 40.52  0.079
H110 -5.10 -22.13 40.63  0.078
C45 2.56 -18.81 47.21  -0.122
O23 1.55 -19.60 46.65  -0.168
C46 1.99 -20.90 46.31  -0.227
C47 0.81 -21.78 45.96  -0.221
O24 0.01 -21.32 44.93  -0.166
C48 0.68 -21.24 43.69  -0.088
H111 3.18 -19.33 47.96  0.086
H112 2.11 -17.95 47.69  0.085
H113 3.28 -18.49 46.44  0.088
H114 2.53 -21.32 47.17  0.126
H115 2.74 -20.90 45.50  0.099
H116 0.18 -21.85 46.85  0.131
H117 1.21 -22.79 45.74  0.130
H118 0.00 -20.82 42.96  0.060
H119 1.11 -22.20 43.38  0.098
H120 1.51 -20.52 43.76  0.080

## Properties
SMILES: COCCOC.COCCOC.COCCOC.COCCOC.COCCOC.COCCOC.COCCOC.COCCOC.COCCOC.COCCOC.COCCOC.COCCOC
E_HOMO (Eh): -0.33534
2S+1: 1
Gap between HOMO and LUMO (eV): 9.7
E (eV): -100846.9471